No. 1
20
Properties=species:S:1:pos:R:3:forces:R:3:lowdin_charge:R:1 method="wB97M-V/def2-TZVPD" charge=+1 gap_ev=11.78
C -0.44531 -2.13191 0.17429 2.06 -1.03 -2.42 -0.044
C -0.20496 -0.69078 -0.27508 0.30 1.35 1.74 -0.270
C -1.18858 0.40065 0.27285 -0.84 -1.96 1.78 -0.304
N -2.24355 0.86356 -0.54433 0.69 3.46 -1.05 0.066
N 0.08457 1.23932 0.73203 0.33 1.39 -2.78 0.125
C 0.98569 0.05031 0.46934 0.26 -1.52 0.72 -0.233
C 2.11173 0.43043 -0.50433 -1.63 0.55 0.78 -0.003
H 0.15682 -2.46645 1.04231 -1.34 0.83 0.48 0.086
H 0.17041 -2.82262 -0.53680 -1.69 1.04 0.44 0.120
H -1.52576 -2.29611 0.08534 0.47 -0.73 0.54 0.093
H -0.15548 -0.47600 -1.34122 0.22 -0.61 -0.23 0.143
H -1.67105 0.03634 1.29301 1.12 0.89 -1.95 0.201
H -2.77520 1.63635 -0.05855 0.36 -1.44 -0.44 0.117
H -1.94809 1.38717 -1.45911 -0.33 -1.77 1.93 0.147
H -0.06868 1.72086 1.58108 0.35 0.24 1.60 0.150
H 0.47408 1.96970 0.04553 -1.41 -1.00 1.11 0.189
H 1.26708 -0.50234 1.43300 -0.32 1.05 -1.38 0.179
H 1.71675 1.30758 -0.99807 0.11 0.17 -0.87 0.080
H 2.17028 -0.35837 -1.19193 0.27 -1.00 -1.17 0.078
H 3.08925 0.70233 -0.21935 1.01 0.08 1.17 0.080



No. 2
62
Properties=species:S:1:pos:R:3:forces:R:3:lowdin_charge:R:1 method="wB97M-V/def2-TZVPD" charge=+2 gap_ev="6.32 / 7.08" s_squared=2.022 multiplicity=3
W -0.58959 0.10720 -0.05141 0.39 -0.08 -0.89 0.758
C -3.00796 -0.59769 -2.82168 -0.01 -0.02 -0.06 -0.453
C -3.14685 0.86842 -3.19333 -0.09 -0.08 0.05 -0.479
S -1.81594 1.92682 -2.60551 -0.04 0.08 0.07 0.872
C -0.53473 1.73917 -3.85091 0.08 -0.05 -0.04 -0.480
C 0.06223 0.34709 -3.96994 0.03 -0.02 -0.08 -0.445
S 0.68594 -0.29978 -2.38849 -0.05 0.08 0.11 0.843
C 0.47748 -2.07778 -2.65818 -0.02 -0.07 -0.02 -0.454
C 0.79707 -2.84021 -1.38948 0.04 -0.05 -0.02 -0.461
S -0.19629 -2.41237 0.07193 0.06 0.05 0.12 0.773
C -1.73238 -3.33307 -0.17185 -0.09 -0.01 0.03 -0.445
C -2.72243 -2.71220 -1.13483 0.00 -0.08 0.02 -0.428
S -2.78933 -0.89437 -1.03690 0.01 0.09 0.18 0.824
H -2.19935 -1.08886 -3.35574 0.01 0.01 0.00 0.046
H -3.93301 -1.13215 -3.05084 -0.01 0.03 -0.04 0.110
H -4.05932 1.28207 -2.76030 0.06 0.01 0.00 0.056
H -3.24040 0.95437 -4.27737 0.01 0.01 0.00 0.108
H 0.22945 2.47023 -3.58174 -0.02 0.00 0.04 0.095
H -0.92771 2.03613 -4.82469 0.00 0.01 0.01 0.102
H 0.92631 0.36335 -4.63588 -0.03 0.02 -0.01 0.103
H -0.65528 -0.36270 -4.37582 -0.01 -0.01 0.00 0.076
H 1.16377 -2.38617 -3.44882 0.01 0.04 0.02 0.113
H -0.53947 -2.26986 -2.99807 0.01 -0.02 0.00 0.064
H 1.82866 -2.67150 -1.07899 -0.03 0.01 -0.02 0.071
H 0.67198 -3.91295 -1.53945 -0.01 0.00 -0.01 0.107
H -2.16076 -3.42025 0.82512 0.01 0.05 -0.01 0.067
H -1.44598 -4.33384 -0.49911 -0.04 -0.01 0.02 0.107
H -3.72870 -3.06480 -0.90332 0.02 0.01 -0.01 0.108
H -2.49475 -2.97180 -2.16783 0.01 0.02 0.01 0.083
Se -1.20615 -0.15282 2.39138 -0.15 -0.18 0.31 0.688
C -2.74739 -1.14744 2.12558 0.34 0.18 0.07 -0.745
N -3.68044 -1.78491 1.90264 -0.12 -0.12 -0.07 0.103
F 0.64753 2.33083 1.99861 0.08 -0.20 0.26 0.145
B 0.45510 3.14182 0.92202 0.08 0.44 0.01 -1.187
F 0.08105 2.01306 -0.25589 -0.19 -0.31 0.03 -0.315
F -0.64655 3.91101 0.96731 -0.03 0.06 0.06 0.199
F 1.54981 3.70879 0.39351 0.13 0.03 -0.03 0.226
Cl -4.55258 3.51904 -1.07616 -0.09 0.00 -0.05 0.632
C -3.13364 3.52424 -0.06804 0.03 -0.12 0.14 -0.913
Cl -2.77472 1.86188 0.59543 -0.24 0.18 -0.08 0.543
H -3.30265 4.11083 0.82944 0.02 0.03 -0.11 0.053
H -2.25934 3.84681 -0.61674 -0.06 -0.01 0.01 0.009
C 1.67420 -2.12033 3.04146 -0.09 0.01 -0.06 -0.062
N 1.94805 -0.69014 3.13257 -0.14 -0.01 -0.02 -0.215
C 1.82400 -0.11645 4.47453 -0.08 -0.04 0.00 -0.033
C 2.38536 0.02734 2.09671 0.28 -0.01 -0.13 -0.608
S 1.83779 -0.21710 0.41813 -0.05 -0.06 0.11 0.688
N 3.38008 0.87777 2.25219 0.01 0.05 -0.01 -0.151
C 4.30344 0.77899 3.39088 0.00 -0.04 -0.06 0.003
C 3.79071 1.90078 1.28477 -0.14 0.00 0.02 -0.029
H 2.29653 -2.63070 3.77758 -0.01 -0.03 0.01 0.111
H 1.93314 -2.48813 2.05300 -0.02 0.01 0.03 0.059
H 0.62552 -2.32802 3.25372 0.00 -0.02 0.00 0.065
H 0.86692 -0.44640 4.87920 0.00 0.02 0.01 0.095
H 1.82008 0.96815 4.41277 -0.02 0.01 0.02 0.104
H 2.61861 -0.45444 5.13874 -0.04 0.01 0.04 0.101
H 4.27995 -0.22563 3.80240 0.06 0.05 -0.02 0.099
H 4.05914 1.50966 4.16006 0.03 0.00 0.02 0.111
H 5.30042 0.98815 3.00953 0.01 -0.01 0.04 0.109
H 3.03546 2.04497 0.52442 0.08 0.02 0.03 0.044
H 4.73356 1.59249 0.83429 0.00 0.03 -0.03 0.113
H 3.93437 2.83338 1.82736 0.01 0.03 -0.04 0.118



No. 3
17
Properties=species:S:1:pos:R:3:forces:R:3:lowdin_charge:R:1 method="wB97M-V/def2-TZVPD" gap_ev=9.62
C 0.50199 0.32350 1.60389 1.65 0.06 -0.06 -0.094
N 0.02678 -0.54752 0.51261 0.30 0.12 0.83 -0.277
C 0.81147 -1.71651 -0.01766 -0.75 0.44 0.02 -0.056
N -0.59058 0.22413 -0.45155 -2.72 0.24 0.06 -0.188
C 0.20444 1.28916 -1.11205 -1.36 -1.66 -2.19 -0.036
C -2.06571 0.12411 -0.56501 3.48 -0.84 2.04 -0.281
O -2.59827 0.59891 -1.49266 -1.64 1.24 -1.94 0.051
H 1.04303 -0.21020 2.42134 -1.20 -0.26 -0.33 0.074
H 1.45917 0.87748 1.22465 -1.96 0.18 0.62 0.089
H -0.40194 0.94487 1.99717 2.06 -0.88 -0.75 0.120
H 0.48905 -1.76748 -1.08885 0.09 -0.58 1.08 0.093
H 1.92057 -1.73940 -0.04102 -0.34 0.88 0.30 0.070
H 0.51933 -2.56772 0.62779 0.05 0.09 -0.83 0.075
H 0.78895 0.77800 -1.91059 -0.38 0.69 0.09 0.093
H -0.35942 2.15507 -1.51936 -0.07 -1.00 0.21 0.101
H 0.89728 1.66684 -0.45048 1.38 0.84 1.61 0.018
H -2.64613 -0.43324 0.26174 1.40 0.43 -0.77 0.149



No. 4
9
Properties=species:S:1:pos:R:3:forces:R:3:lowdin_charge:R:1 method="wB97M-V/def2-TZVPD" gap_ev="9.09 / 6.66" s_squared=2.008 multiplicity=3
C 1.10117 0.07481 0.05296 -0.65 -3.31 -0.14 -0.323
C 0.55936 -1.13926 0.05853 0.33 1.46 -2.73 -0.061
C -2.18271 1.22322 0.08673 -0.01 -2.30 -0.89 -0.942
N 1.54978 1.16972 0.15336 1.55 2.82 0.10 0.144
Cl -1.92210 0.71491 -1.53009 0.06 1.37 -0.04 0.489
Cl -2.49290 -0.14927 1.04908 -0.21 0.99 0.93 0.501
H 0.59546 -1.64968 0.95267 -0.13 -1.11 1.73 0.018
H 0.22635 -1.64037 -0.88160 0.30 0.67 1.05 0.069
H 2.56561 1.39592 0.05835 -1.24 -0.59 0.00 0.105



No. 5
13
Properties=species:S:1:pos:R:3:forces:R:3:lowdin_charge:R:1 method="wB97M-V/def2-TZVPD" gap_ev=9.75
H -1.31675 -1.05972 -1.12237 0.83 -1.37 0.23 -0.019
N -1.87362 -0.24875 -1.14228 0.29 2.19 0.62 0.092
C -1.21369 0.76432 -0.72743 -0.12 -1.64 -0.50 -0.753
N -1.76756 2.00157 -0.73420 -0.90 1.37 0.33 0.024
S 0.54375 0.90716 -0.11674 -0.04 0.29 0.33 0.928
C 1.14176 -0.72666 0.36961 -0.63 0.53 -0.31 -0.798
N 2.19179 -0.72064 1.28313 -0.49 0.28 -0.47 0.059
N 0.59198 -1.70587 -0.21294 0.44 -0.34 -0.04 0.049
H 1.03442 -2.59602 0.00112 -0.11 -0.11 0.26 0.054
H -1.26945 2.85638 -0.51999 0.06 -0.58 0.16 0.074
H -2.78531 2.06272 -0.63869 0.78 -0.25 -0.34 0.111
H 2.35682 -1.62959 1.68858 0.18 0.20 0.15 0.091
H 2.36585 0.09509 1.87220 -0.31 -0.56 -0.42 0.087



No. 6
50
Properties=species:S:1:pos:R:3:forces:R:3:lowdin_charge:R:1 method="wB97M-V/def2-TZVPD" charge=+2 gap_ev="5.21 / 5.09" s_squared=8.808 multiplicity=6
H -2.70968 -1.42387 1.41813 -0.35 -0.03 -0.28 0.136
N -2.33632 -0.12204 -0.22689 0.09 -0.22 0.11 -0.164
B -2.28404 1.24791 -2.40636 1.88 -0.92 0.16 -0.382
N -2.96189 0.28534 -1.36943 -0.44 -0.47 1.06 0.029
C -4.14931 -0.31761 -1.36670 0.67 0.22 -0.24 0.032
Ir -0.64638 0.56718 0.26286 2.49 -3.64 0.15 1.673
H -4.77237 -0.13850 -2.20823 -0.71 -0.04 -0.31 0.149
C -4.28450 -1.13192 -0.24399 1.06 -0.44 1.10 0.037
H -5.09521 -1.75680 0.03862 -0.59 -0.24 -0.06 0.123
C -3.09834 -1.02604 0.48462 -0.57 1.33 -1.71 0.007
H -3.00450 1.55115 -3.29028 -0.09 0.10 0.03 0.133
C 3.27802 -0.27830 0.51364 -6.06 0.36 -1.10 0.018
H 2.79072 -0.12543 1.59833 0.17 0.32 -2.66 0.070
H 3.18076 0.68838 -0.05719 1.63 -0.87 0.61 0.065
H 2.68298 -1.22393 -0.14137 1.60 3.45 2.05 0.128
N -0.97534 0.47367 -2.90196 -1.14 0.02 0.46 -0.051
N -1.68210 2.43825 -1.61084 -0.61 0.36 0.77 0.002
N -0.10310 0.00747 -1.99188 0.74 0.47 1.93 -0.052
N -0.99443 2.27276 -0.45070 -0.04 2.07 -0.70 -0.188
C -0.59463 0.08960 -4.11847 0.38 -0.09 -0.20 -0.027
C -1.78228 3.74236 -1.84184 0.36 -0.40 0.20 0.008
H -1.19660 0.37743 -4.95982 0.01 -0.11 -0.25 0.140
H -2.33730 4.05897 -2.68141 -0.43 0.49 -0.68 0.142
C 0.60149 -0.61523 -4.02388 -1.20 1.19 2.35 0.007
C -1.07976 4.44711 -0.88154 0.66 -0.36 0.76 0.018
C 0.91077 -0.61555 -2.65295 -1.52 0.39 -0.35 -0.063
C -0.53857 3.50379 -0.01277 -1.39 -0.71 -0.73 -0.012
H 1.14670 -1.03251 -4.78173 1.22 -0.89 -1.70 0.088
H -0.98048 5.50182 -0.78840 0.08 0.49 -0.08 0.122
H 1.74624 -1.03325 -2.12746 0.09 -0.09 0.08 0.095
H 0.04562 3.59620 0.89895 -0.20 -0.01 -0.27 0.135
H 4.00196 -0.93375 1.16966 1.79 -0.25 -0.25 0.023
O 1.74685 -3.19244 7.12783 -0.71 0.81 -1.55 0.145
N 0.86862 -2.45525 6.70806 -1.25 0.13 2.92 -0.288
O -0.01727 -1.96025 7.45177 1.51 -0.70 -2.16 0.106
C 0.81036 -2.06212 5.27753 0.71 0.44 -1.36 -0.021
C 1.81420 -2.47276 4.41175 -0.06 -0.87 0.90 0.081
C 1.91060 -1.98861 3.11241 0.14 0.10 0.26 0.047
C 0.76952 -1.15998 2.56832 0.50 -0.64 -1.16 -0.215
O 0.48696 -1.11980 1.30268 -0.19 0.57 0.27 -0.133
C -0.10679 -0.58553 3.54947 1.01 -1.67 0.89 -0.095
C -0.13943 -1.10545 4.83227 -0.43 0.43 0.72 0.127
N -1.07254 0.34494 3.18779 -0.41 -0.23 0.13 -0.291
O -1.86202 0.71112 4.05223 -0.88 0.58 -0.17 0.126
O -0.93850 1.12339 2.09126 0.62 1.03 -0.37 -0.202
N 3.24485 -2.24958 2.61431 -1.07 0.87 1.06 -0.257
O 4.05709 -2.74359 3.42648 0.72 -0.52 0.45 0.146
O 3.74363 -2.10893 1.40468 0.67 -2.60 -0.67 -0.016
H 2.58618 -3.17515 4.76208 -0.57 0.58 -0.03 0.152
H -0.88005 -0.80676 5.57359 0.09 0.19 -0.38 0.147